Entry w
C9H13NO2 | ωB97M-V/def2-TZVPD

Geometry as XYZ:
```
25
Properties=species:S:1:pos:R:3
C 0.56 -3.00 1.80
C 0.45 -2.12 0.57
C -0.76 -1.66 0.07
C -0.74 -0.59 -0.83
C 0.46 -0.17 -1.40
O 0.47 0.84 -2.32
C 1.63 -0.84 -1.12
C 1.60 -1.87 -0.18
H 1.17 -2.51 2.56
H 1.12 -3.92 1.59
H -0.41 -3.30 2.19
H -1.73 -2.03 0.38
H -1.65 -0.10 -1.12
H -0.43 1.18 -2.46
H 2.55 -0.67 -1.66
H 2.46 -2.50 0.00
C -1.29 1.94 0.92
C -1.06 2.76 -0.32
N 0.11 3.45 -0.32
O -1.79 2.75 -1.30
H -1.89 1.05 0.83
H -1.82 2.51 1.68
H -0.33 1.61 1.29
H 0.44 3.88 -1.18
H 0.86 3.28 0.33
```

## Properties
**Highest occupied orbital energy**: -8.23 eV
**Kohn-Sham gap**: 9.034 eV
**Spin multiplicity**: 1
**SMILES**: Cc1ccc(O)cc1.CC(N)=O
**Net charge**: 0

---

Entry x
C9H13NO2 | ωB97M-V/def2-TZVPD

Geometry as XYZ:
```
25
Properties=species:S:1:pos:R:3
C 4.20 1.62 1.64
C 3.05 0.83 0.91
C 3.18 0.50 -0.44
C 2.24 -0.21 -1.06
C 1.06 -0.47 -0.31
O 0.08 -0.99 -1.16
C 0.88 -0.25 1.07
C 1.94 0.51 1.69
H 3.87 2.28 2.38
H 4.73 2.24 0.94
H 5.09 1.17 2.15
H 4.09 0.65 -0.99
H 2.34 -0.35 -2.12
H 0.51 -1.31 -1.94
H 0.02 -0.68 1.54
H 1.82 0.70 2.76
C -4.83 -0.77 -1.33
C -3.72 -0.53 -0.48
N -3.55 0.87 -0.05
O -2.95 -1.31 -0.06
H -5.68 -0.08 -1.45
H -5.16 -1.86 -1.34
H -4.63 -0.63 -2.41
H -2.72 1.26 0.51
H -4.35 1.52 -0.12
```

## Properties
**Highest occupied orbital energy**: -8.15 eV
**Kohn-Sham gap**: 9.006 eV
**Spin multiplicity**: 1
**SMILES**: Cc1ccc(O)cc1.CC(N)=O
**Net charge**: 0

---

Stability ranking, top entry: entry w; the second entry is 42.3 kcal/mol less favorable.

---

Entry w
C9H13NO2 | ωB97M-V/def2-TZVPD

Geometry as XYZ:
```
25
Properties=species:S:1:pos:R:3
C 0.34 3.11 0.86
C 0.51 3.16 -0.56
C 0.17 1.78 1.17
C 0.39 1.84 -1.04
C 3.51 1.13 -0.44
C 0.84 -1.29 -1.07
C 1.07 -1.27 1.43
C -1.35 -1.26 0.15
C 0.15 -1.03 0.21
N 0.27 1.00 0.06
O 3.96 1.00 0.60
O 3.04 1.22 -1.48
H 0.40 3.91 1.54
H 0.86 4.01 -1.08
H -0.30 1.36 2.04
H 0.74 1.37 -1.96
H 1.63 -0.52 -1.34
H 1.50 -2.24 -0.98
H 0.24 -1.41 -2.06
H 0.88 -0.57 2.12
H 2.07 -1.24 1.18
H 0.74 -2.28 1.76
H -1.81 -0.95 1.10
H -1.65 -0.89 -0.88
H -1.50 -2.42 0.01
```

## Properties
**Highest occupied orbital energy**: -7.53 eV
**Kohn-Sham gap**: 8.090 eV
**Spin multiplicity**: 1
**Net charge**: 0

---

Entry x
C9H13NO2 | ωB97M-V/def2-TZVPD

Geometry as XYZ:
```
25
Properties=species:S:1:pos:R:3
C 3.68 0.51 0.40
C 2.27 0.45 0.89
C 1.25 0.82 0.02
C -0.08 0.78 0.44
C -0.38 0.24 1.66
O -1.66 -0.11 2.04
C 0.61 -0.27 2.54
C 1.91 -0.25 2.06
H 4.20 1.44 0.67
H 3.73 0.54 -0.69
H 4.34 -0.15 0.93
H 1.46 1.27 -0.94
H -0.72 1.29 -0.27
H -2.30 0.48 1.66
H 0.36 -0.79 3.45
H 2.68 -0.95 2.40
C -2.48 0.45 -2.23
C -2.51 -1.07 -2.32
N -1.90 -1.79 -1.33
O -3.25 -1.57 -3.14
H -2.94 0.91 -3.09
H -1.56 1.05 -2.15
H -3.03 0.80 -1.35
H -2.24 -2.71 -1.10
H -1.43 -1.36 -0.55
```

## Properties
**Highest occupied orbital energy**: -8.71 eV
**Kohn-Sham gap**: 9.285 eV
**Spin multiplicity**: 1
**SMILES**: Cc1ccc(O)cc1.CC(N)=O
**Net charge**: 0

---

Entry y
C9H13NO2 | ωB97M-V/def2-TZVPD

Geometry as XYZ:
```
25
Properties=species:S:1:pos:R:3
C -3.87 -0.71 -0.28
O -2.62 -1.07 0.25
C -1.64 -0.12 0.21
C -1.77 1.14 -0.39
C -0.55 1.84 -0.40
C 0.69 1.35 0.05
O 1.81 2.17 -0.07
C 0.76 0.07 0.64
C 2.01 -0.55 1.01
C 2.89 -0.86 -0.31
N 2.40 -1.98 -1.13
C -0.45 -0.61 0.74
H -4.20 0.31 0.00
H -4.51 -1.54 0.21
H -3.79 -0.82 -1.40
H -2.74 1.47 -0.68
H -0.59 2.86 -0.79
H 2.64 1.74 0.26
H 1.86 -1.47 1.54
H 2.63 0.17 1.61
H 4.00 -1.05 -0.20
H 2.82 0.06 -0.97
H 1.50 -1.72 -1.61
H 2.12 -2.62 -0.28
H -0.41 -1.63 1.25
```

## Properties
**Highest occupied orbital energy**: -7.93 eV
**Kohn-Sham gap**: 8.719 eV
**Spin multiplicity**: 1
**SMILES**: COc1ccc(O)c(CCN)c1
**Net charge**: 0

---

Stability ranking, top entry: entry x; the second entry is 26.3 kcal/mol less favorable.

---

Entry w
C7H15ClNOP | ωB97M-V/def2-TZVPD

Geometry as XYZ:
```
26
Properties=species:S:1:pos:R:3
C 1.06 1.53 2.26
C -1.97 0.68 0.18
C -2.03 -1.85 0.05
C 0.72 1.36 -1.34
C 1.93 -0.96 -1.16
C -1.19 -0.53 -0.23
C 1.16 0.15 -0.43
N 0.08 -0.53 0.34
O 0.38 2.35 1.73
P 0.33 -0.63 1.94
Cl 2.14 -1.64 1.86
H 1.89 1.94 2.90
H -2.22 1.39 -0.64
H -2.92 0.35 0.65
H -1.31 1.27 0.83
H -1.99 -2.07 1.17
H -1.50 -2.66 -0.59
H -3.02 -1.62 -0.24
H 0.12 2.08 -0.75
H 1.68 1.87 -1.61
H 0.08 1.16 -2.13
H 2.12 -1.85 -0.54
H 2.81 -0.59 -1.54
H 1.13 -1.39 -1.77
H -1.14 -0.47 -1.31
H 1.68 0.69 0.35
```

## Properties
**Highest occupied orbital energy**: -8.26 eV
**Kohn-Sham gap**: 8.908 eV
**Spin multiplicity**: 1
**Net charge**: 0

---

Entry x
C7H15ClNOP | ωB97M-V/def2-TZVPD

Geometry as XYZ:
```
26
Properties=species:S:1:pos:R:3
C -1.36 -1.08 1.59
C -0.82 -1.13 0.15
C -0.51 -2.59 -0.12
N 0.33 -0.27 -0.13
C 0.13 1.10 -0.58
C -0.62 2.06 0.30
C -0.32 1.13 -2.06
P 1.94 -0.75 0.12
Cl 2.96 -0.28 -1.62
C 2.68 0.94 1.15
O 3.85 1.11 1.10
H -0.44 -1.08 2.04
H -1.77 -0.12 1.66
H -2.06 -1.91 1.90
H -1.54 -0.86 -0.53
H 0.11 -3.07 0.62
H -0.21 -2.99 -1.07
H -1.44 -3.18 0.03
H 1.06 1.49 -0.64
H -0.23 2.21 1.35
H -0.77 2.88 -0.24
H -1.67 1.50 0.51
H 0.37 0.34 -2.55
H -0.14 2.11 -2.43
H -1.32 0.81 -2.16
H 1.81 1.63 1.62
```

## Properties
**Highest occupied orbital energy**: -8.43 eV
**Kohn-Sham gap**: 8.880 eV
**Spin multiplicity**: 1
**SMILES**: CC(C)N(C(C)C)P(Cl)C=O
**Net charge**: 0

---

Stability ranking, top entry: entry x; the second entry is 5.2 kcal/mol less favorable.

---

Entry w
C2H3N2O2 | ωB97M-V/def2-TZVPD

Geometry as XYZ:
```
9
Properties=species:S:1:pos:R:3
C 0.69 -1.05 -1.17
C 0.18 1.18 1.24
N -0.27 -1.01 -1.83
N -0.29 0.10 0.68
O -0.66 1.46 2.10
O -1.26 -1.02 -2.38
H 1.63 -1.30 -0.92
H 1.19 1.79 1.26
H -1.22 -0.15 1.01
```

## Properties
**Highest occupied orbital energy (spin up / spin down)**: -15.75 / -15.86 eV
**Kohn-Sham gap (spin up / spin down)**: 6.296 / 6.469 eV
**Spin multiplicity**: 1
**Net charge**: +1

---

Entry x
C2H3N2O2 | ωB97M-V/def2-TZVPD

Geometry as XYZ:
```
9
Properties=species:S:1:pos:R:3
C 0.54 0.40 -0.28
C -4.25 0.00 0.30
N 0.99 0.18 0.75
N 0.16 0.52 -1.48
O -5.35 -0.02 0.08
O -3.10 0.11 0.59
H 1.05 -0.29 1.62
H 0.82 0.19 -2.25
H -0.24 1.46 -1.67
```

## Properties
**Highest occupied orbital energy**: -15.92 eV
**Kohn-Sham gap**: 11.294 eV
**Spin multiplicity**: 1
**Net charge**: +1

---

Stability ranking, top entry: entry x; the second entry is 195.9 kcal/mol less favorable.

---

Entry w
C2H3N3S | ωB97M-V/def2-TZVPD

Geometry as XYZ:
```
9
Properties=species:S:1:pos:R:3
C 0.47 -0.41 -1.26
C -1.27 -0.09 0.78
N -0.64 -0.94 -1.26
N 0.93 0.30 -0.10
N -0.11 0.51 0.85
S -2.72 -0.32 1.34
H 1.37 -0.37 -1.95
H 1.80 0.75 -0.19
H 0.16 0.58 1.79
```

## Properties
**Highest occupied orbital energy (spin up / spin down)**: -8.11 / -8.12 eV
**Kohn-Sham gap (spin up / spin down)**: 8.019 / 8.023 eV
**Spin multiplicity**: 1
**Net charge**: 0

---

Entry x
C2H3N3S | ωB97M-V/def2-TZVPD

Geometry as XYZ:
```
9
Properties=species:S:1:pos:R:3
C 1.06 -0.30 1.11
C -1.13 -0.24 -0.49
N 1.82 1.42 -0.78
N -0.39 0.87 -0.86
N 0.81 1.01 -0.71
S -0.29 -1.20 1.07
H 1.47 -0.47 2.12
H -2.28 -0.13 -0.18
H -1.06 -0.95 -1.28
```

## Properties
**Highest occupied orbital energy**: -8.50 eV
**Kohn-Sham gap**: 8.092 eV
**Spin multiplicity**: 1
**Net charge**: 0

---

Stability ranking, top entry: entry w; the second entry is 38.3 kcal/mol less favorable.

---

Entry w
C7H12 | ωB97M-V/def2-TZVPD

Geometry as XYZ:
```
19
Properties=species:S:1:pos:R:3
C 0.15 1.79 1.87
C 0.67 0.81 0.83
C -0.13 -0.51 0.70
C 0.18 -1.01 -0.72
C -0.92 -1.83 -1.39
C 0.51 0.32 -1.42
C 0.90 1.39 -0.56
H -0.88 2.09 1.63
H 0.14 1.34 2.87
H 0.76 2.70 1.90
H 1.72 0.56 1.08
H 0.11 -1.24 1.48
H -1.21 -0.28 0.78
H 1.11 -1.60 -0.71
H -1.86 -1.26 -1.43
H -1.12 -2.76 -0.83
H -0.65 -2.11 -2.41
H 0.75 0.33 -2.48
H -0.34 1.14 -1.37
```

## Properties
**Highest occupied orbital energy**: -8.28 eV
**Kohn-Sham gap**: 9.357 eV
**Spin multiplicity**: 1
**Net charge**: 0

---

Entry x
C7H12 | ωB97M-V/def2-TZVPD

Geometry as XYZ:
```
19
Properties=species:S:1:pos:R:3
C -3.96 -1.30 -0.07
C -2.71 -0.58 -0.31
C -1.69 0.05 -0.40
C -0.49 0.87 -0.25
C 0.80 0.03 -0.14
C 2.03 0.89 0.14
C 3.31 0.07 0.32
H -3.76 -2.37 0.07
H -4.67 -1.18 -0.89
H -4.41 -0.91 0.85
H -0.63 1.46 0.66
H -0.39 1.58 -1.07
H 0.69 -0.71 0.67
H 0.96 -0.55 -1.06
H 1.84 1.49 1.04
H 2.16 1.61 -0.68
H 3.20 -0.63 1.16
H 3.53 -0.51 -0.58
H 4.17 0.71 0.53
```

## Properties
**Highest occupied orbital energy**: -9.30 eV
**Kohn-Sham gap**: 10.389 eV
**Spin multiplicity**: 1
**SMILES**: CC#CCCCC
**Net charge**: 0

---

Stability ranking, top entry: entry x; the second entry is 39.8 kcal/mol less favorable.

---

Entry w
C7H12 | ωB97M-V/def2-TZVPD

Geometry as XYZ:
```
19
Properties=species:S:1:pos:R:3
C 1.55 -1.19 0.42
C 0.51 -0.85 1.18
C -0.13 0.50 1.31
C -1.59 0.43 0.84
C -2.00 -0.27 -0.42
C -2.28 -0.89 0.68
H 1.86 -2.23 0.32
H 2.13 -0.46 -0.14
H -0.01 -1.65 1.71
H 0.43 1.27 0.77
H -0.13 0.81 2.37
H -2.19 1.29 1.17
H -2.02 -0.26 -1.50
H -2.64 -1.77 1.20
C 1.30 1.05 -1.99
H 2.31 0.64 -2.07
H 1.27 1.76 -1.15
H 1.04 1.56 -2.91
H 0.60 0.24 -1.79
```

## Properties
**Highest occupied orbital energy**: -9.48 eV
**Kohn-Sham gap**: 10.655 eV
**Spin multiplicity**: 1
**SMILES**: C=CCC1C=C1.C
**Net charge**: 0

---

Entry x
C7H12 | ωB97M-V/def2-TZVPD

Geometry as XYZ:
```
19
Properties=species:S:1:pos:R:3
C 0.63 -1.56 -1.88
C 0.19 -0.17 -1.41
C -0.56 -0.20 -0.08
C 0.23 -0.63 1.20
C -0.25 0.64 1.87
C 0.22 1.89 1.19
C -1.01 1.09 0.68
H 1.18 -1.50 -2.83
H -0.23 -2.22 -2.04
H 1.29 -2.04 -1.15
H 1.07 0.47 -1.31
H -0.45 0.29 -2.17
H -1.45 -0.84 -0.19
H 1.31 -0.71 1.08
H -0.15 -1.53 1.68
H -0.67 0.73 2.86
H 0.00 2.81 1.72
H 0.62 1.93 0.22
H -1.96 1.56 0.57
```

## Properties
**Highest occupied orbital energy**: -8.96 eV
**Kohn-Sham gap**: 10.167 eV
**Spin multiplicity**: 1
**SMILES**: CC[C@H]1C[C@H]2C[C@@H]12
**Net charge**: 0

---

Entry y
C7H12 | ωB97M-V/def2-TZVPD

Geometry as XYZ:
```
19
Properties=species:S:1:pos:R:3
C -1.78 0.76 0.18
C -1.28 -0.65 -0.09
C -0.23 -0.74 -1.24
C 0.85 -0.87 -0.18
C 2.16 -0.68 -0.17
C 0.88 2.55 0.45
C -0.18 -1.13 0.91
H -2.40 1.12 -0.65
H -0.95 1.48 0.30
H -2.37 0.80 1.10
H -2.12 -1.34 -0.19
H -0.33 -1.65 -1.84
H -0.17 0.12 -1.91
H 2.70 -0.44 -1.09
H 2.74 -0.76 0.74
H 1.34 2.23 -0.51
H 1.47 1.93 1.17
H -0.08 -0.55 1.84
H -0.26 -2.19 1.16
```

## Properties
**Highest occupied orbital energy (spin up / spin down)**: -9.18 / -9.14 eV
**Kohn-Sham gap (spin up / spin down)**: 8.403 / 8.371 eV
**Spin multiplicity**: 1
**Net charge**: 0

---

Stability ranking, top entry: entry x; the second entry is 25.4 kcal/mol less favorable.